45
Properties=species:S:1:pos:R:3:mulliken_charge:R:1 method="wB97M-V/def2-TZVPD" e_homo_ev=-3.12 total_charge=-1 relative_energy_kcal_mol=20.0 largest_force_ha_per_bohr=0.03365 total_energy_ha=-1275.34959
C -5.8423 2.6874 -1.2716 -0.8005
O -5.3456 1.5719 -0.5016 -0.4294
C -4.1186 1.0372 -0.7313 0.9353
C -3.7464 -0.0347 0.1197 -0.6768
C -2.4689 -0.5468 0.0880 -0.3750
C -1.4494 0.0404 -0.7003 0.1992
C -0.0660 -0.3192 -0.4540 -0.3181
C 1.0009 0.5303 -0.5984 0.1787
C 2.3392 -0.0473 -0.8021 0.2472
O 2.5546 -1.2470 -0.9683 -0.6416
N 3.4221 0.8468 -0.8104 0.0538
C 4.7457 0.2874 -0.9374 -1.1232
C 3.3162 2.2311 -0.6913 0.6932
O 4.2983 2.9761 -0.6446 -0.6715
N 2.0245 2.7607 -0.6277 0.0050
C 2.0166 4.1862 -0.3738 -1.0945
C 0.8842 1.9847 -0.3258 0.5875
O -0.1079 2.5232 0.1576 -0.6407
C -1.8783 0.9923 -1.6677 -0.4335
C -3.1774 1.4879 -1.6959 -0.4244
H -6.8570 2.7918 -0.8894 0.2543
H -5.2723 3.6048 -1.0745 0.3220
H -5.8661 2.4698 -2.3473 0.3157
H -4.4957 -0.4119 0.8127 0.4126
H -2.1825 -1.3822 0.7297 0.2523
H 0.1286 -1.3505 -0.1366 0.4133
H 5.4320 1.1176 -0.8176 0.3732
H 4.8897 -0.4705 -0.1661 0.3360
H 4.8679 -0.1819 -1.9162 0.2992
H 0.9869 4.5196 -0.3007 0.3837
H 2.5596 4.3826 0.5550 0.3229
H 2.5520 4.6877 -1.1812 0.3041
H -1.1610 1.3531 -2.4062 0.4264
H -3.4739 2.2382 -2.4382 0.2910
N 0.6761 -2.7651 1.7816 -0.1243
C 1.6237 -3.1029 2.7689 0.0116
O 2.1082 -2.2191 3.4899 -0.7615
C 1.9328 -4.5307 2.9440 -0.5394
C 1.1467 -5.4989 2.3677 -0.0198
C -0.0042 -5.0801 1.6751 -0.8433
C -0.2075 -3.6910 1.5067 0.2717
H 2.7480 -4.7594 3.6262 0.3222
H 1.3827 -6.5618 2.4761 0.3394
H -0.7434 -5.7637 1.2637 0.3308
H -1.1728 -3.3444 1.1139 0.0354